{"formula": "C20H28F16MgN2O24S4", "method": "the ωB97M-V functional and the def2-TZVPD basis", "de_lowest_kcal_mol": 0.0, "spin_multiplicity": 1, "homo_energy_ha": -0.3912, "mol_weight_g_mol": 1136.97, "homo_lumo_gap_ev": 10.19, "elements": ["Mg", "C", "F", "F", "F", "S", "O", "O", "N", "S", "O", "O", "C", "F", "F", "F", "C", "F", "F", "F", "S", "O", "O", "N", "S", "O", "O", "C", "F", "F", "F", "C", "C", "O", "C", "O", "O", "F", "H", "H", "H", "C", "C", "O", "C", "O", "O", "F", "H", "H", "H", "C", "C", "O", "C", "O", "O", "F", "H", "H", "H", "C", "C", "O", "C", "O", "O", "F", "H", "H", "H", "C", "O", "H", "H", "H", "H", "C", "O", "H", "H", "H", "H", "C", "O", "H", "H", "H", "H", "C", "O", "H", "H", "H", "H"], "coordinates": [[-0.00246, -2.34010, -1.35675], [-2.96473, -0.15187, -0.37830], [-3.19713, 0.04331, -1.66903], [-3.78449, 0.67513, 0.26865], [-3.22728, -1.39702, -0.03436], [-1.18575, 0.27667, 0.07963], [-1.08441, 1.69958, 0.21827], [-0.91994, -0.45105, 1.29831], [-0.28693, -0.50061, -1.17546], [0.17553, 0.59269, -2.25711], [0.71182, -0.12460, -3.39572], [-0.78413, 1.61244, -2.58431], [1.72676, 1.41974, -1.44066], [2.48784, 0.48076, -0.92832], [2.33628, 2.03810, -2.42514], [1.42574, 2.31148, -0.51185], [1.14558, -6.13047, -0.91831], [2.35178, -5.85827, -0.47535], [1.01731, -7.42015, -1.07207], [0.27541, -5.72881, 0.00063], [0.77542, -5.24836, -2.56818], [1.52164, -5.91525, -3.58933], [-0.65567, -5.34280, -2.66670], [1.08098, -3.56574, -2.33811], [2.53044, -3.21796, -2.97061], [2.84044, -1.87558, -2.55920], [3.56451, -4.18340, -2.66559], [2.35738, -3.11614, -4.84048], [2.57887, -1.87602, -5.25402], [3.27968, -3.88120, -5.39601], [1.15142, -3.48338, -5.26346], [-0.48322, -1.91443, 4.06760], [-0.87007, -3.22936, 4.78373], [0.39473, -3.80079, 5.00083], [1.30317, -3.28852, 4.14996], [2.42834, -3.67228, 4.08659], [0.73489, -2.31918, 3.42990], [-1.63366, -3.98069, 3.93115], [-0.28787, -1.08521, 4.74584], [-1.23636, -1.65487, 3.33180], [-1.38295, -3.16038, 5.73937], [3.14026, 1.37087, 3.51760], [2.34301, 1.43728, 2.21993], [1.10752, 1.95834, 2.66277], [1.01488, 1.72545, 4.01088], [0.05316, 2.08163, 4.62445], [2.10793, 1.17821, 4.48100], [2.12063, 0.16617, 1.75876], [3.62091, 2.33613, 3.69943], [3.94620, 0.64259, 3.52368], [2.85833, 2.04464, 1.48048], [-1.11031, 4.43465, 2.20697], [-0.88090, 4.71595, 0.72226], [-0.10135, 5.88779, 0.86296], [-0.52481, 6.59692, 1.93584], [-0.38077, 7.74892, 2.16616], [-1.24606, 5.76304, 2.71161], [-2.07244, 5.01632, 0.14443], [-0.28735, 3.99087, 2.76622], [-2.01645, 3.85247, 2.36253], [-0.33706, 3.97444, 0.14730], [1.75293, 7.91043, -1.36863], [3.11213, 7.30507, -0.93469], [2.79209, 5.95148, -0.80858], [1.72018, 5.67011, -1.58280], [1.37613, 4.57478, -1.88796], [1.15117, 6.78816, -2.01224], [3.42950, 7.80551, 0.30533], [1.87020, 8.76041, -2.03320], [1.21386, 8.17965, -0.46051], [3.99360, 7.44290, -1.56281], [-1.48347, -3.71092, 1.19223], [-1.38622, -3.25736, -0.17608], [-0.53095, -4.08033, 1.54978], [-1.88806, -2.88364, 1.77486], [-2.22674, -4.50556, 1.26946], [-2.19148, -3.55292, -0.61015], [2.24854, -3.04385, 0.75383], [1.25245, -2.11706, 0.31965], [1.82169, -3.71938, 1.50606], [2.72946, -3.51649, -0.08953], [3.00981, -2.59928, 1.40500], [1.24395, -1.39713, 0.95950], [-7.09114, 0.49130, -1.12079], [-8.34640, 1.15701, -1.05075], [-6.27079, 1.21077, -1.14306], [-6.95814, -0.22171, -0.30101], [-7.10254, -0.07516, -2.05333], [-8.22569, 1.94682, -0.51759], [-1.60427, -2.44091, -4.25684], [-1.59968, -2.35201, -2.82733], [-0.86064, -1.82909, -4.76566], [-1.39488, -3.43165, -4.67126], [-2.59618, -2.15738, -4.60878], [-2.52470, -2.46062, -2.59524]], "atomic_forces_ev_per_a": [[-0.42, -1.02, 0.70], [0.04, 1.60, -0.20], [0.25, -0.52, -0.17], [0.23, -0.26, 0.44], [-0.31, -0.35, -0.06], [0.97, -0.89, 0.68], [-0.26, -0.70, -0.96], [-0.33, -0.46, -0.63], [-2.22, 4.70, 2.44], [1.00, 1.11, -2.60], [-0.15, -0.19, 1.18], [0.38, -0.41, 0.96], [-1.42, -0.10, -1.27], [0.41, -0.29, 0.25], [0.47, -0.05, -0.28], [-0.11, -0.18, 0.49], [0.23, 0.88, -0.34], [0.63, 0.05, -0.03], [-0.14, -0.66, -0.46], [-0.45, 0.29, 0.14], [-1.77, 0.20, -0.15], [0.45, 0.72, 0.57], [0.01, 0.20, 0.53], [1.56, -4.14, -1.77], [2.80, 1.16, 1.42], [-0.70, -0.09, -0.22], [-1.35, 0.17, -0.64], [0.28, 0.13, -0.46], [-0.16, 0.10, 0.36], [-0.02, -0.38, 0.05], [-0.15, -0.17, 0.12], [-0.53, -0.84, 0.28], [0.68, 1.25, 0.07], [-0.90, -0.81, 0.50], [0.72, -0.43, 0.14], [-0.39, 0.31, -0.28], [0.10, 0.90, -0.47], [0.17, -0.41, 0.21], [-0.02, -0.03, 0.06], [0.24, 0.19, -0.10], [-0.03, 0.05, -0.08], [0.29, 0.56, -0.60], [0.35, 0.10, 1.15], [0.96, -0.22, -0.56], [-1.91, 1.41, -0.23], [0.45, -0.68, -0.03], [1.16, -0.73, 0.74], [0.07, -0.04, -0.27], [-0.18, 0.09, 0.03], [-0.50, -0.52, 0.22], [-0.60, -0.04, -0.35], [-0.39, -0.34, -0.06], [0.75, -0.23, 1.62], [0.56, 0.76, -1.51], [-1.28, -0.64, 0.55], [0.64, 0.16, -0.38], [-0.21, 0.20, 0.46], [0.01, 0.06, -0.31], [0.05, -0.32, -0.56], [-0.05, 0.23, 0.14], [-0.06, 0.14, -0.13], [1.22, -0.36, 0.13], [-0.81, 0.83, 0.89], [0.69, -0.37, 0.09], [-0.11, -0.67, -0.37], [-0.04, 0.21, 0.28], [-0.62, 0.95, -0.31], [0.12, -0.23, -0.23], [-0.25, -0.15, -0.21], [-0.14, 0.00, -0.06], [-0.18, 0.01, -0.13], [-0.76, 0.36, 0.10], [-0.03, -0.63, 0.00], [0.09, 0.26, -0.07], [0.44, -0.04, 0.05], [0.21, -0.16, -0.19], [0.19, -0.07, -0.21], [0.27, -0.13, 1.52], [0.49, -0.45, -0.03], [-0.21, -0.54, -0.78], [-0.12, -0.16, -0.05], [0.07, 0.62, -0.62], [-0.39, 0.18, -0.15], [-0.28, -0.04, -0.30], [0.14, 0.04, 0.14], [0.11, -0.14, 0.00], [0.04, 0.13, 0.09], [0.16, 0.04, 0.03], [-0.14, -0.02, 0.03], [-0.12, -0.34, -1.49], [0.07, -0.24, -0.25], [0.00, 0.56, 0.77], [-0.15, -0.30, 0.77], [0.09, 0.17, -0.07], [0.05, 0.09, 0.30]]}